# 1
Computed, not measured: a structure of composition C53H44N6O4Pd, with ωB97M-V/def2-TZVPD.

Output
Charge: 0
Energy (eV): -76286.5335

XYZ file:
```
108
Properties=species:S:1:pos:R:3:forces:R:3:mulliken_charge:R:1
Pd 1.922 -0.106 0.271 -0.24 0.06 0.01 1.362
C 2.207 -6.522 7.764 0.01 -0.02 -0.04 -0.843
O 1.216 -6.426 6.759 -0.02 0.04 0.04 -0.465
C 1.372 -5.459 5.815 0.01 -0.04 -0.01 0.985
C 2.497 -4.652 5.698 0.00 0.01 -0.03 -0.544
C 2.552 -3.698 4.686 0.01 -0.01 0.05 -0.693
C 1.508 -3.530 3.789 -0.04 0.01 -0.02 -0.572
C 0.388 -4.352 3.924 -0.05 0.01 0.01 0.047
C 0.315 -5.305 4.920 0.03 0.02 -0.02 -0.954
C 1.586 -2.494 2.719 0.02 -0.03 -0.01 1.179
C 1.603 -1.159 3.104 -0.01 0.07 0.08 0.409
C 1.509 -0.714 4.475 -0.05 -0.06 -0.03 -1.445
C 1.637 0.626 4.462 0.00 0.07 -0.05 -1.469
C 1.804 1.020 3.083 -0.02 -0.04 0.08 0.156
N 1.745 -0.080 2.283 0.08 -0.01 0.03 -0.034
C 2.002 2.332 2.672 0.00 0.00 0.01 1.537
C 2.099 2.726 1.344 0.04 0.09 -0.04 0.185
C 2.314 4.090 0.919 -0.03 -0.04 0.08 -1.353
C 2.372 4.079 -0.427 -0.03 -0.05 -0.09 -1.292
C 2.208 2.707 -0.845 0.07 0.05 0.13 0.245
C 2.304 2.279 -2.161 0.03 -0.02 -0.06 1.117
C 2.523 3.316 -3.212 -0.03 -0.01 0.02 -0.931
C 1.489 4.167 -3.604 -0.02 0.01 0.00 -0.035
C 1.691 5.141 -4.562 0.01 -0.03 0.01 -0.847
C 2.944 5.284 -5.155 0.00 0.03 -0.03 1.003
O 3.050 6.268 -6.090 0.01 0.00 0.02 -0.463
C 4.318 6.470 -6.685 -0.03 -0.01 0.00 -0.845
C 3.986 4.446 -4.779 -0.03 -0.01 0.01 -0.602
C 3.762 3.470 -3.812 0.02 0.02 -0.01 -0.473
C 2.260 0.946 -2.555 -0.08 0.00 -0.02 0.713
N 2.092 -0.133 -1.739 0.12 -0.02 -0.03 -0.165
C 2.145 -1.241 -2.534 0.00 0.02 -0.01 0.394
C 2.060 -2.563 -2.112 0.03 0.05 -0.06 1.214
C 2.180 -3.630 -3.148 -0.06 0.01 0.00 -0.782
C 1.155 -3.856 -4.067 -0.04 -0.02 0.01 0.058
C 1.262 -4.841 -5.029 0.04 0.01 0.02 -0.878
C 2.411 -5.627 -5.095 0.00 -0.02 -0.05 0.990
O 2.430 -6.569 -6.077 -0.01 -0.01 0.02 -0.467
C 3.559 -7.418 -6.145 -0.01 0.02 -0.01 -0.850
C 3.446 -5.415 -4.192 -0.03 0.01 0.01 -0.591
C 3.316 -4.420 -3.228 0.04 0.00 0.00 -0.605
C 1.897 -2.951 -0.789 0.01 -0.12 0.10 0.294
C 1.822 -4.323 -0.353 -0.03 0.05 -0.09 -1.468
C 1.700 -4.307 0.991 0.00 0.03 0.08 -1.490
C 1.680 -2.923 1.397 0.00 -0.09 -0.06 0.289
N 1.802 -2.124 0.295 0.06 -0.01 -0.03 -0.092
C 2.340 -0.842 -3.906 -0.02 -0.03 0.00 -1.343
C 2.399 0.505 -3.920 -0.01 0.03 0.01 -1.462
N 2.040 1.913 0.253 0.01 -0.03 -0.04 -0.268
C 2.163 3.375 3.727 -0.05 0.01 -0.03 -1.088
C 3.308 3.408 4.508 0.01 0.01 0.01 -0.523
C 3.489 4.374 5.493 0.00 -0.01 -0.02 -0.577
C 2.499 5.326 5.704 0.00 0.03 0.02 1.010
O 2.571 6.314 6.639 0.00 -0.02 0.00 -0.467
C 3.735 6.369 7.439 -0.01 -0.01 -0.01 -0.841
C 1.341 5.304 4.930 0.02 -0.02 -0.01 -0.887
C 1.181 4.340 3.955 -0.04 0.00 0.01 0.043
H 1.857 -7.275 8.464 0.00 0.00 0.00 0.246
H 2.335 -5.570 8.285 0.00 0.00 0.02 0.344
H 3.168 -6.839 7.347 0.00 0.01 0.00 0.324
H 3.332 -4.753 6.376 0.00 0.00 0.00 0.388
H 3.428 -3.066 4.601 0.00 -0.01 0.00 0.481
H -0.445 -4.228 3.241 0.02 0.00 -0.01 0.508
H -0.557 -5.936 5.029 0.00 0.00 0.01 0.417
H 1.341 -1.358 5.323 0.02 0.01 0.00 0.569
H 1.599 1.307 5.296 0.02 0.00 0.00 0.539
H 2.410 4.936 1.579 0.02 -0.01 0.01 0.538
H 2.524 4.913 -1.092 0.02 -0.01 -0.01 0.502
H 0.513 4.059 -3.147 0.00 0.00 0.00 0.486
H 0.891 5.801 -4.870 0.00 0.00 0.00 0.421
H 4.200 7.304 -7.370 0.00 0.00 0.00 0.241
H 4.640 5.587 -7.244 0.01 0.00 0.01 0.330
H 5.073 6.720 -5.935 0.01 0.00 0.00 0.339
H 4.967 4.538 -5.222 0.00 0.00 0.00 0.388
H 4.577 2.818 -3.518 0.00 0.00 0.00 0.501
H 0.259 -3.250 -4.019 0.00 0.00 0.00 0.494
H 0.466 -5.023 -5.739 0.00 0.00 0.00 0.425
H 3.366 -8.114 -6.957 0.00 0.00 0.00 0.245
H 3.693 -7.976 -5.214 0.00 0.00 0.00 0.339
H 4.470 -6.853 -6.363 0.00 0.00 0.01 0.332
H 4.350 -6.005 -4.227 0.00 0.00 0.00 0.397
H 4.126 -4.252 -2.527 0.00 0.00 0.00 0.641
H 1.845 -5.180 -1.005 0.02 0.00 -0.01 0.547
H 1.620 -5.152 1.654 0.01 0.02 0.02 0.568
H 2.416 -1.518 -4.742 0.01 0.00 0.01 0.520
H 2.527 1.156 -4.769 0.00 0.00 0.00 0.499
H 4.081 2.666 4.341 0.00 0.01 0.00 0.512
H 4.398 4.371 6.076 0.00 0.00 0.00 0.393
H 3.595 7.204 8.120 0.00 0.01 -0.01 0.242
H 4.626 6.542 6.830 0.01 0.00 0.01 0.336
H 3.865 5.452 8.019 0.00 0.00 -0.01 0.329
H 0.578 6.049 5.112 0.00 0.01 0.00 0.424
H 0.276 4.325 3.360 0.01 0.00 -0.01 0.491
C 6.742 -3.345 0.871 0.02 0.00 0.02 -1.294
C 6.257 -1.934 0.859 -0.01 -0.01 -0.04 0.764
C 6.886 -0.738 0.594 -0.03 -0.01 -0.01 -1.347
C 5.871 0.244 0.686 0.03 0.01 -0.01 0.534
N 4.711 -0.309 0.993 0.12 0.01 0.03 -0.161
N 4.966 -1.624 1.090 -0.05 0.01 0.07 0.423
C 5.962 1.721 0.483 0.01 0.03 0.01 -0.571
H 7.705 -3.421 1.374 0.00 0.00 -0.01 0.383
H 6.862 -3.727 -0.144 0.00 0.00 0.00 0.239
H 6.038 -3.996 1.391 0.00 0.01 0.00 0.296
H 7.928 -0.593 0.359 0.00 0.00 0.00 0.427
H 4.206 -2.250 1.313 0.00 0.00 -0.05 0.008
H 6.625 2.184 1.216 0.00 -0.01 0.00 0.307
H 4.972 2.166 0.584 0.00 -0.01 0.00 -0.079
H 6.350 1.962 -0.508 0.00 -0.01 0.00 0.254
```
Positions in Å, forces in eV/Å.

---

# 2
Computed, not measured: a structure of composition C3H4S, with ωB97M-V/def2-TZVPD.

Output
Charge: 0
Energy (eV): -14002.9283
ΔE to the lowest compared entry with this formula, charge and spin (eV): 6.6507

XYZ file:
```
8
Properties=species:S:1:pos:R:3:forces:R:3:nbo_charge:R:1
C 0.405 0.159 -0.998 -3.11 1.08 2.07 0.193
C -1.191 0.788 -0.048 4.16 -0.22 -2.37 -0.391
C 1.466 -0.188 -0.038 -2.09 1.17 1.45 -0.852
S -2.176 -0.455 0.165 -2.72 -0.16 -0.22 0.191
H 1.708 0.901 0.296 -0.34 -1.54 0.01 0.291
H 2.351 -0.583 -0.481 0.53 -0.49 -0.33 0.233
H 0.983 -0.817 0.802 1.33 1.04 -0.83 0.235
H -3.545 0.196 0.302 2.23 -0.88 0.22 0.099
```
Positions in Å, forces in eV/Å.

---

Number 1: Kohn-Sham gap 6.00 eV, highest occupied orbital energy -6.77 eV, E_LUMO -0.8 eV. Number 2: Kohn-Sham gap 7.82 eV, highest occupied orbital energy -8.20 eV, E_LUMO -0.4 eV.